{"formula": "C49H68BrCdN12O2S2Si", "method": "ωB97M-V/def2-TZVPD", "total_charge": -1, "largest_force_ha_per_bohr": 0.01289, "e_above_lowest_ev": 0.366, "multiplicity": 1, "e_tot_ev": -178048.773, "symbols": ["Cd", "C", "N", "C", "N", "C", "N", "C", "C", "C", "C", "C", "C", "C", "N", "N", "C", "O", "C", "C", "C", "C", "C", "C", "N", "C", "N", "C", "N", "C", "H", "H", "H", "H", "H", "H", "H", "H", "H", "H", "H", "H", "H", "H", "H", "H", "C", "C", "C", "C", "Si", "Br", "C", "C", "C", "C", "C", "C", "C", "C", "H", "H", "H", "H", "H", "H", "H", "H", "H", "H", "H", "H", "H", "H", "H", "H", "H", "H", "H", "H", "H", "H", "H", "H", "H", "H", "H", "C", "O", "C", "S", "S", "H", "H", "H", "C", "C", "C", "C", "C", "C", "C", "C", "C", "C", "H", "H", "H", "H", "H", "H", "H", "H", "H", "H", "H", "H", "C", "C", "C", "C", "N", "C", "N", "N", "N", "H", "H", "H", "H", "H", "H", "H", "H", "H", "H"], "xyz": [[0.2691, 0.3363, -1.3954], [0.0634, -4.8277, 1.0294], [-0.1216, -3.4053, 0.8556], [-0.2725, -2.7366, -0.2851], [-0.5046, -1.4707, -0.0282], [-0.5008, -1.4178, 1.3318], [-0.2706, -2.5722, 1.9165], [-1.1588, -5.5394, 1.5714], [-1.0085, -6.5131, 2.5473], [-2.1110, -7.1864, 3.0568], [-3.3825, -6.8696, 2.6162], [-3.5443, -5.8762, 1.6557], [-2.4381, -5.2252, 1.1226], [-4.9062, -5.4942, 1.2606], [-6.0243, -5.9793, 1.6646], [-7.0257, -5.2140, 1.0588], [-6.4201, -4.3287, 0.3525], [-5.0717, -4.4546, 0.4127], [-6.9750, -3.2233, -0.4355], [-8.3444, -2.9923, -0.4467], [-8.8375, -1.9122, -1.1611], [-7.9767, -1.0813, -1.8633], [-6.6081, -1.3211, -1.8685], [-5.6795, -0.4156, -2.6498], [-4.3915, -1.0326, -2.8795], [-3.2840, -1.0173, -2.1238], [-2.3689, -1.8117, -2.6457], [-2.9847, -2.2787, -3.7604], [-4.2127, -1.8434, -3.9462], [-6.1147, -2.3972, -1.1474], [0.9030, -4.9829, 1.7046], [0.3526, -5.2128, 0.0517], [-0.1764, -3.1716, -1.2694], [-0.6424, -0.5008, 1.8802], [-0.0162, -6.7498, 2.9138], [-1.9771, -7.9439, 3.8182], [-4.2575, -7.3579, 3.0244], [-2.5780, -4.4461, 0.3827], [-9.0013, -3.6463, 0.1120], [-9.9019, -1.7146, -1.1699], [-8.3747, -0.2411, -2.4213], [-5.5230, 0.5311, -2.1298], [-6.1039, -0.2077, -3.6296], [-3.1921, -0.4320, -1.2175], [-2.5125, -2.9526, -4.4576], [-5.0518, -2.5970, -1.1282], [1.9338, 1.3866, 6.1046], [1.3971, 0.9774, 4.7208], [0.1571, 0.1050, 4.9628], [2.4355, 0.0706, 4.0365], [1.0070, 2.5351, 3.6552], [1.1334, 1.8557, 1.5092], [-0.7772, 3.1968, 3.8395], [-1.0726, 3.5619, 5.3044], [-0.9842, 4.4437, 2.9662], [-1.8223, 2.1688, 3.3699], [2.3951, 3.8701, 3.7743], [3.7660, 3.1920, 3.6102], [2.3845, 4.6332, 5.1095], [2.2904, 4.9207, 2.6508], [2.0192, 0.4900, 6.7300], [1.2704, 2.0844, 6.6239], [2.9238, 1.8399, 6.0517], [0.4708, -0.8018, 5.4927], [-0.3158, -0.2139, 4.0340], [-0.5945, 0.6026, 5.5776], [2.6810, -0.7513, 4.7204], [3.3625, 0.5866, 3.7885], [2.0511, -0.3677, 3.1148], [-0.4344, 4.3667, 5.6729], [-0.9588, 2.7094, 5.9793], [-2.1107, 3.9046, 5.3849], [-0.3863, 5.2898, 3.3025], [-2.0368, 4.7403, 3.0344], [-0.7723, 4.2473, 1.9123], [-1.8840, 1.2933, 4.0115], [-1.6463, 1.8515, 2.3406], [-2.8047, 2.6540, 3.3831], [4.0001, 2.5060, 4.4243], [4.5402, 3.9677, 3.6040], [3.8365, 2.6420, 2.6692], [2.5156, 3.9871, 5.9775], [1.4617, 5.2001, 5.2450], [3.2092, 5.3564, 5.1103], [2.1165, 4.4799, 1.6687], [3.2374, 5.4708, 2.6057], [1.5052, 5.6497, 2.8364], [-2.3277, 5.1055, -2.8871], [-1.9726, 4.1823, -1.8623], [-2.3189, 2.8858, -1.9923], [-3.1124, 2.3370, -3.3518], [-1.7897, 1.9580, -0.6538], [-2.0067, 6.0761, -2.5139], [-3.4013, 5.0954, -3.0702], [-1.8163, 4.8641, -3.8186], [0.4384, 2.3011, -4.0124], [1.8435, 1.7126, -3.7800], [2.7416, 2.9160, -3.4338], [1.9378, 0.6817, -2.6345], [2.3061, 1.0421, -5.0703], [1.4901, 0.0766, -5.6733], [1.8826, -0.5929, -6.8184], [3.1182, -0.3254, -7.4042], [3.9420, 0.6212, -6.8209], [3.5370, 1.2964, -5.6698], [0.1515, 2.8955, -3.1419], [-0.3115, 1.5216, -4.1342], [0.4067, 2.9538, -4.8950], [2.3470, 3.3732, -2.5248], [2.7617, 3.6765, -4.2280], [3.7635, 2.5981, -3.2187], [2.2027, -0.3151, -3.0095], [0.5402, -0.1628, -5.2109], [1.2247, -1.3356, -7.2561], [3.4272, -0.8481, -8.3017], [4.9081, 0.8448, -7.2606], [4.2023, 2.0322, -5.2357], [5.3971, 0.0982, -3.2197], [6.2418, -0.8561, -2.3789], [6.0888, -2.2982, -2.8531], [5.9356, -0.6841, -0.8909], [4.5809, -1.0545, -0.5089], [3.5224, -0.2852, -0.2601], [2.5176, -1.0576, 0.0765], [2.9899, -2.3240, 0.0204], [4.2262, -2.3411, -0.3264], [5.5964, -0.0410, -4.2843], [5.6129, 1.1413, -2.9712], [4.3242, -0.0491, -3.0555], [7.2970, -0.5747, -2.4775], [5.0445, -2.6101, -2.8226], [6.6606, -2.9944, -2.2344], [6.4370, -2.3865, -3.8841], [6.0555, 0.3648, -0.6188], [6.6117, -1.2776, -0.2749], [3.5037, 0.7869, -0.3409]]}

{"formula": "C49H74BrClFIN9O5P2S2", "method": "ωB97M-V/def2-TZVPD", "total_charge": 1, "largest_force_ha_per_bohr": 0.15290, "e_above_lowest_ev": 7.723, "multiplicity": 1, "e_tot_ev": -209278.394, "symbols": ["C", "C", "Cl", "C", "C", "C", "C", "C", "C", "F", "C", "C", "C", "C", "S", "P", "O", "O", "O", "C", "C", "C", "C", "I", "N", "C", "Br", "P", "O", "O", "S", "H", "H", "H", "H", "H", "H", "H", "H", "H", "H", "H", "H", "H", "H", "H", "H", "H", "H", "H", "H", "H", "H", "H", "H", "H", "H", "H", "H", "H", "H", "H", "H", "H", "H", "N", "C", "C", "C", "C", "H", "H", "H", "H", "H", "N", "C", "C", "C", "C", "H", "H", "H", "H", "H", "N", "C", "C", "C", "C", "H", "H", "H", "H", "H", "N", "C", "C", "C", "C", "H", "H", "H", "H", "H", "N", "C", "C", "C", "C", "H", "H", "H", "H", "H", "N", "C", "C", "C", "C", "H", "H", "H", "H", "H", "N", "C", "C", "C", "C", "H", "H", "H", "H", "H", "N", "C", "C", "C", "C", "H", "H", "H", "H", "H"], "xyz": [[-1.3469, -1.0608, 0.4816], [-0.1471, -1.0785, -0.6901], [0.0722, -2.7362, -1.4839], [1.2122, -0.3029, -0.2149], [2.5292, -1.1617, 0.1232], [2.5583, -1.9475, 1.5802], [1.5081, -3.1851, 1.7212], [2.1407, -4.4317, 0.8009], [1.1494, -5.7288, 0.9850], [-0.2573, -5.3930, 0.6622], [2.6214, -0.9256, 2.9024], [1.1541, -0.4451, 3.4348], [0.9693, -0.1978, 5.0277], [0.7154, -1.4978, 5.9725], [-0.2349, -2.9135, 5.2169], [3.7046, -1.8335, 4.1957], [3.0848, -3.2371, 4.6927], [5.3077, -2.2968, 3.5853], [4.0277, -0.9422, 5.6593], [3.4043, 0.4308, 2.3138], [4.0473, 1.3868, 3.4760], [3.9891, 2.9533, 2.9234], [4.9764, 3.9541, 3.8274], [1.9103, 3.6370, 3.3608], [4.5239, 0.1109, 1.3468], [3.9857, -0.3858, 0.0267], [5.3635, -1.7514, -0.6248], [4.1272, 1.0284, -1.2255], [5.7964, 1.6341, -1.2842], [3.1665, 2.4397, -0.7429], [3.7158, 0.3787, -3.0118], [-1.5292, -2.1189, 0.9545], [-1.1134, -0.3254, 1.3597], [-2.3927, -0.7103, 0.0261], [-0.6508, -0.4180, -1.5530], [0.8949, 0.2816, 0.7784], [1.3516, 0.5840, -1.0049], [2.6547, -2.0408, -0.6782], [3.6338, -2.4718, 1.6051], [1.3786, -3.6357, 2.7920], [0.4348, -3.0075, 1.3008], [2.2461, -4.1536, -0.3308], [3.2191, -4.7510, 1.2009], [1.4862, -6.6439, 0.3266], [1.1746, -6.0107, 2.1388], [0.2419, -1.1050, 3.0371], [0.9546, 0.6201, 2.9281], [-0.0018, 0.4895, 5.1464], [1.8304, 0.4423, 5.5464], [0.0706, -1.1197, 6.9044], [1.7329, -1.8834, 6.4643], [-1.3565, -3.2176, 6.0145], [5.8948, -1.5572, 3.9380], [4.9645, -0.5371, 5.6258], [2.6641, 1.1382, 1.6981], [5.2033, 1.1226, 3.5710], [3.5089, 1.3587, 4.5118], [4.2402, 3.0214, 1.7694], [4.4640, 5.0199, 3.7578], [6.0716, 4.0162, 3.4008], [4.9269, 3.6363, 4.9584], [5.2736, -0.5104, 1.7131], [5.0002, 1.0413, 1.1426], [5.8879, 2.3294, -0.5413], [3.6654, 3.2866, -0.9460], [-4.6818, -1.6424, -3.3407], [-5.2055, -2.8826, -3.0838], [-4.1855, -3.6902, -2.6326], [-3.0063, -2.9077, -2.6111], [-3.3423, -1.6468, -3.0504], [-5.2025, -0.8479, -3.6892], [-6.2560, -3.0843, -3.2450], [-4.2807, -4.7301, -2.3484], [-2.0185, -3.2292, -2.3072], [-2.7442, -0.7550, -3.1822], [8.6095, 0.8757, 3.0456], [9.1410, 2.1192, 2.8225], [9.7358, 2.5435, 3.9897], [9.5621, 1.5172, 4.9487], [8.8659, 0.4982, 4.3380], [8.1074, 0.3227, 2.3631], [9.0493, 2.5951, 1.8554], [10.2414, 3.4894, 4.1343], [9.9081, 1.5208, 5.9743], [8.5309, -0.4601, 4.7119], [-3.7078, 0.1752, -7.5655], [-3.1763, 1.4187, -7.7886], [-2.5814, 1.8430, -6.6214], [-2.7552, 0.8167, -5.6623], [-3.4513, -0.2023, -6.2730], [-4.2099, -0.3778, -8.2480], [-3.2680, 1.8946, -8.7557], [-2.0758, 2.7889, -6.4767], [-2.4092, 0.8203, -4.6368], [-3.7864, -1.1606, -5.8992], [2.2644, -8.4200, -1.8898], [1.7407, -9.6603, -1.6328], [2.7607, -10.4678, -1.1816], [3.9399, -9.6854, -1.1601], [3.6039, -8.4244, -1.5995], [1.7437, -7.6256, -2.2382], [0.6902, -9.8619, -1.7941], [2.6656, -11.5078, -0.8974], [4.9277, -10.0069, -0.8562], [4.2021, -7.5327, -1.7313], [-4.4148, 3.9122, -13.3825], [-4.5976, 2.6163, -12.9755], [-4.3776, 2.5617, -11.6172], [-4.0565, 3.8720, -11.1891], [-4.0897, 4.6862, -12.2991], [-4.5064, 4.2454, -14.3334], [-4.8664, 1.8456, -13.6855], [-4.4426, 1.6743, -11.0011], [-3.8266, 4.1878, -10.1797], [-3.9089, 5.7470, -12.4105], [-0.9924, 4.2286, 5.1088], [-1.9691, 5.1580, 4.8624], [-2.8889, 5.0903, 5.8850], [-2.4482, 4.0889, 6.7828], [-1.2734, 3.5754, 6.2806], [-0.1895, 4.0528, 4.5189], [-1.9271, 5.7851, 3.9820], [-3.7802, 5.6975, 5.9752], [-2.9350, 3.7764, 7.6976], [-0.6159, 2.8023, 6.6551], [-7.0208, 3.5886, -9.0848], [-7.9976, 4.5180, -9.3313], [-8.9173, 4.4503, -8.3087], [-8.4766, 3.4489, -7.4108], [-7.3018, 2.9354, -7.9130], [-6.2179, 3.4128, -9.6747], [-7.9555, 5.1451, -10.2117], [-9.8086, 5.0575, -8.2184], [-8.9634, 3.1364, -6.4960], [-6.6443, 2.1623, -7.5385], [-5.5241, 1.9471, 8.2473], [-6.5009, 2.8765, 8.0008], [-7.4206, 2.8088, 9.0234], [-6.9799, 1.8074, 9.9213], [-5.8051, 1.2939, 9.4191], [-4.7212, 1.7714, 7.6574], [-6.4588, 3.5037, 7.1204], [-8.3119, 3.4160, 9.1136], [-7.4667, 1.4950, 10.8361], [-5.1476, 0.5208, 9.7936]]}

Asked for frontier orbital gap across the records above, the calculation gives 4.17; 4.90 eV in order.